# 1
Entry from OMol25: the ion C9H14ClN3O with charge +2 in a non-equilibrium geometry (wB97M-V/def2-TZVPD).

- Kohn-Sham gap: 0.3159 hartree
- Total charge: +2
- DFT total energy: -28579.3108 eV
- Spin multiplicity: 1
- Highest occupied orbital energy: -17.26 eV
- SMILES: CC1=[N+](OC[C@H](C)[NH3+])[C@H](C#N)C=C1Cl

```
28
C9H14ClN3O | OMol25 | wB97M-V/def2-TZVPD
C 0.7530 1.9071 -0.0103
C 3.1976 1.3070 0.1516
C 1.7565 1.2919 0.7270
C 3.5177 -0.0065 -0.1760
C 2.4010 -0.9182 0.1409
C 2.2833 -2.3409 -0.0901
C -3.3914 -0.6971 0.3268
C -0.9776 -0.4897 -0.2519
C -2.2108 0.2748 0.2075
N -0.1411 2.3838 -0.5334
N 1.3397 -0.1056 0.4945
N -2.5709 1.3641 -0.7143
O 0.1099 -0.5191 0.8066
Cl 5.0585 -0.5873 -0.5420
H 3.7075 2.1838 0.2364
H 1.6695 1.5665 1.7865
H 2.2331 -2.6206 -1.1409
H 1.4393 -2.5735 0.4809
H 3.2083 -2.8718 0.0582
H -3.6849 -1.5457 -0.3637
H -3.4500 -0.9326 1.3445
H -4.2911 -0.0851 0.3337
H -1.2059 -1.5224 -0.5518
H -0.6351 0.0242 -1.2283
H -2.1974 0.7772 1.2339
H -3.2776 1.8757 -0.2399
H -2.9767 0.9677 -1.5504
H -1.6642 1.8923 -0.9361
```

---

# 2
Entry from OMol25: a structure of composition C9H14F3KN2O4PS in a non-equilibrium geometry (wB97M-V/def2-TZVPD).

- Kohn-Sham gap: 0.1813 hartree
- Total charge: -1
- DFT total energy: -65329.9058 eV
- Spin multiplicity: 1
- Highest occupied orbital energy: -4.23 eV

```
35
C9H14F3KN2O4PS | OMol25 | wB97M-V/def2-TZVPD
S -1.3289 1.6201 0.6895
P -0.7893 0.5613 2.2631
N 0.1522 1.2944 3.3250
C 0.4734 0.3899 4.3445
C -0.2515 0.3202 5.5270
C 0.1066 -0.6123 6.4771
C 1.1689 -1.4437 6.2268
N 1.9097 -1.3979 5.1292
C 1.5447 -0.4973 4.2293
H -0.1667 -0.6462 1.8561
H -1.9622 0.0952 2.9115
H -1.0787 0.9926 5.6813
H -0.4625 -0.6924 7.3878
H 1.4303 -2.1869 6.9686
H 2.1313 -0.4394 3.3228
C -0.4708 1.2346 -2.5422
C -0.3098 1.8145 -3.9260
O 0.6399 1.0527 -4.7356
C 0.1816 -0.0087 -5.3261
O -0.9398 -0.4484 -5.2806
C 1.3060 -0.6309 -6.1781
F 2.4555 -0.6951 -5.5390
F 1.4955 0.0619 -7.3007
F 0.9810 -1.9019 -6.5583
H 0.4917 1.1555 -2.0406
H -1.1192 1.8650 -1.9427
H -0.9036 0.2353 -2.5761
H 0.1053 2.8174 -3.8720
H -1.2612 1.8803 -4.4515
K -0.3596 -3.1075 -6.9721
O -3.3438 2.0341 5.8974
H -4.2628 1.9498 5.6284
H -3.2138 2.9790 6.0198
O 2.6788 -5.2832 -7.2968
H 2.9717 -4.3622 -7.3467
```

---

# 3
Entry from OMol25: a structure of composition C9H14N2O in a non-equilibrium geometry (wB97M-V/def2-TZVPD).

- Kohn-Sham gap: 0.3147 hartree
- Total charge: 0
- DFT total energy: -14575.9995 eV
- Energy relative to the best compared isomer or geometry (same formula, charge and spin): 267.10 kcal per mole
- Spin multiplicity: 1
- Highest occupied orbital energy: -9.25 eV

```
26
C9H14N2O | OMol25 | wB97M-V/def2-TZVPD
C -3.6661 0.0772 -0.8232
C -2.4083 -0.5506 -0.1333
C -1.5196 0.4825 0.3510
C -0.4201 0.1017 1.4724
C 0.8010 -0.6930 0.8246
C 1.8958 -2.4697 -0.0127
C 2.8429 -1.7065 -0.5303
C 1.8364 0.1104 0.2694
C 2.5071 2.5295 -0.2880
H -3.1473 -0.1435 -2.4570
H -3.5705 1.6770 -0.1343
H -5.2349 -0.8296 -0.4081
H -2.0122 -1.5137 -0.9734
H -2.7149 -1.1726 0.7899
H -0.8876 1.0341 -0.5492
H -2.2240 1.1624 0.9080
H -0.1347 0.9063 2.2285
H -0.8160 -0.7277 2.1220
H 1.9686 -3.5264 -0.2279
H 3.3786 -2.1973 -1.3669
H 1.8607 3.4622 -0.3021
H 2.6428 2.1662 -1.4257
H 3.6752 2.6632 -0.0039
N 0.7958 -2.0050 0.6775
N 2.8025 -0.3233 -0.4516
O 1.7486 1.4861 0.4445
```

---

# 4
Entry from OMol25: a structure of composition C9H14N2O10P2SbSe4Y in a non-equilibrium geometry (wB97M-V/def2-TZVPD).

- Kohn-Sham gap: 0.1826 hartree
- Total charge: -2
- DFT total energy: -320566.5194 eV
- Energy relative to the best compared isomer or geometry (same formula, charge and spin): 25.90 kcal per mole
- Spin multiplicity: 1
- Highest occupied orbital energy: -2.94 eV

```
43
C9H14N2O10P2SbSe4Y | OMol25 | wB97M-V/def2-TZVPD
Y 0.6784 1.3641 0.5799
C -0.1581 -1.1269 3.0622
C -0.3844 -1.8561 1.9174
C 0.5921 -2.7406 1.4778
C 1.8045 -2.8385 2.1508
C 2.0193 -2.1079 3.3165
C 1.0167 -1.2483 3.8008
H -0.9026 -0.3730 3.3472
H -1.3134 -1.7368 1.3510
H 0.3881 -3.2215 0.5358
H 2.5424 -3.5410 1.7445
H 2.9686 -2.2588 3.7735
H 1.1343 -0.6831 4.7015
N -1.8995 0.4883 -0.5859
C -2.6283 1.8526 -0.6515
C -4.1604 2.0393 -1.1548
P -2.4310 2.0109 1.2428
O -2.2526 3.5358 1.6450
O -1.1875 1.1882 1.7111
O -3.6395 1.3808 1.7618
P -1.4154 3.0771 -1.4375
O -0.8657 2.7636 -2.8103
O -0.2048 2.9229 -0.4489
O -2.1056 4.3569 -1.5452
H -2.5515 -0.1778 -0.1892
H 0.9875 -1.7182 -1.8239
H -1.5496 0.1069 -1.4235
H -4.7299 1.1786 -0.7344
H -4.2101 2.2380 -2.2272
H -4.5657 2.9500 -0.6400
H -1.7827 4.1446 1.0349
H -0.3222 1.9735 -2.8582
O -0.1113 0.7208 -5.0688
C -0.4772 -0.2124 -4.5390
Se 3.6635 -7.1470 -1.5354
Sb 3.8624 -4.9192 -2.4954
Se 0.8411 -0.1381 -1.8567
Se 2.9121 -5.1920 -4.8348
Se 6.3237 -4.4633 -2.4552
O 2.7545 1.5823 -0.3742
N 3.5553 1.8285 0.4951
O 4.6403 2.3621 0.3134
O 3.1640 1.6349 1.7270
```

---

# 5
Entry from OMol25: a cluster of 2 separate species, C9H14N2O2 in total in a non-equilibrium geometry (wB97M-V/def2-TZVPD).

- Kohn-Sham gap: 0.3604 hartree
- Total charge: 0
- DFT total energy: -16632.7846 eV
- Energy relative to the best compared isomer or geometry (same formula, charge and spin): 75.96 kcal per mole
- Spin multiplicity: 1
- Highest occupied orbital energy: -9.74 eV
- SMILES: O=c1cc[nH]c(=O)[nH]1.C1CCCC1

```
27
C9H14N2O2 | OMol25 | wB97M-V/def2-TZVPD
C -1.2765 -0.7200 0.9799
C -2.6594 -0.1908 0.3585
C -2.2511 0.4049 -1.0652
C -0.7114 0.4183 -1.1645
C -0.3351 -0.8397 -0.2507
C 2.3166 -0.7041 -0.7671
C 2.5183 -1.0143 0.6898
C 1.9047 -0.2125 1.5423
C 1.5963 1.6321 -0.0882
H -0.8894 -0.0783 1.7040
H -1.3042 -1.7867 1.4651
H -3.0746 0.5190 1.1331
H -3.4808 -0.9442 0.3178
H -2.7792 1.4017 -1.1279
H -2.5753 -0.2214 -1.9003
H -0.4011 1.3871 -0.7269
H -0.4740 0.3325 -2.1881
H 0.7156 -0.6728 0.1006
H -0.5381 -1.7878 -0.6970
H 1.8532 0.8758 -2.0245
H 2.2927 -2.0712 1.1091
H 1.8749 -0.3258 2.6478
H 0.6917 1.5332 1.7497
N 2.0527 0.7852 -0.9794
N 1.4794 1.0780 1.1384
O 2.3326 -1.5670 -1.6619
O 1.1216 2.7691 -0.2944
```

---

# 6
Entry from OMol25: an isolated molecule of C9H14N2O2 in a non-equilibrium geometry (wB97M-V/def2-TZVPD).

- Kohn-Sham gap: 0.3848 hartree
- Total charge: 0
- DFT total energy: -16629.0385 eV
- Energy relative to the best compared isomer or geometry (same formula, charge and spin): 162.35 kcal per mole
- Spin multiplicity: 1
- Highest occupied orbital energy: -9.63 eV
- SMILES: C/N=C1\O[C@@H]1N1OC12CCCCC2

```
27
C9H14N2O2 | OMol25 | wB97M-V/def2-TZVPD
C 2.0248 -1.4500 0.0485
C 2.7278 -0.1738 0.0112
C -2.7383 0.6454 -0.0987
C -1.8978 0.4892 -1.3937
C -2.7400 -0.6585 0.7240
C -0.5431 0.1895 -0.8091
C -1.3878 -0.8916 1.3448
C -0.4540 -1.0131 0.1364
C 3.9081 1.7922 0.1692
N 3.1797 0.7156 0.7333
N 0.7394 -1.5939 0.5252
O -0.2595 -2.3256 -0.2584
O 2.3449 -0.6232 -1.1715
H 2.4228 -2.4655 0.0125
H -2.2845 1.3598 0.4420
H -3.6659 0.9727 -0.4174
H -2.1944 -0.2118 -2.0420
H -1.9310 1.4068 -1.9799
H -3.3485 -0.7603 1.6080
H -3.0817 -1.4308 0.1152
H 0.1031 0.3145 -1.6415
H -0.2302 0.9165 -0.1364
H -1.1903 -0.0394 2.0819
H -1.4731 -1.7513 1.9708
H 4.7592 2.0702 0.6363
H 4.0501 1.7607 -0.8699
H 3.1602 2.7555 0.2593
```

---

# 7
Entry from OMol25: a structure of composition C9H14N2O2S2 in a non-equilibrium geometry (wB97M-V/def2-TZVPD).

- Kohn-Sham gap: 0.3473 hartree
- Total charge: 0
- DFT total energy: -38302.5131 eV
- Energy relative to the best compared isomer or geometry (same formula, charge and spin): 71.35 kcal per mole
- Spin multiplicity: 1
- Highest occupied orbital energy: -8.87 eV

```
29
C9H14N2O2S2 | OMol25 | wB97M-V/def2-TZVPD
C 1.5220 1.8901 0.1492
C 2.0537 0.1083 1.3775
C 0.6488 0.9055 -0.2123
C 0.9993 -0.2380 0.6077
C -0.6931 1.1760 -0.9172
C -1.0321 -0.1086 -1.7151
C -2.0930 -0.9376 -1.0108
C -2.3881 -2.2787 -1.6596
C 3.5178 2.1871 1.4419
N 2.4604 1.3472 0.9547
N -1.6839 -1.1958 0.4283
O 0.3332 -2.4029 -0.4204
O -0.0171 -2.2239 2.0312
S -2.1842 -0.0525 1.6415
S -0.0475 -1.6287 0.7300
H 1.6077 2.9638 -0.1126
H 2.4562 -0.5189 2.1052
H -1.5484 1.2334 -0.3042
H -0.6100 2.1686 -1.5453
H -1.4643 0.1652 -2.7638
H -0.2026 -0.9169 -1.7495
H -2.9370 -0.2771 -0.7359
H -1.6603 -2.5798 -2.2545
H -3.1644 -2.2573 -2.3518
H -2.6727 -3.0508 -0.9010
H 3.2700 2.7884 2.4535
H 4.5638 1.7103 1.6830
H 3.8832 2.9030 0.7062
H -2.9173 -0.8792 2.3443
```

---

What is the formula in the third record?
C9H14N2O